(1)
Computed, not measured: the ion C18H24NO3 with charge +1, with wB97M-V/def2-TZVPD.

Its SMILES is Cc1ccc(OCC[NH2+]C[C@H](O)COc2ccccc2)cc1. The charge is +1. The energy above the lowest of the compared OMol25 structures with the same formula, charge and spin is 52.8 kJ/mol. The value obtained for the highest occupied orbital energy is -11.206 eV. The spin multiplicity is 1. For the LUMO energy, the calculation gives -2.27 eV. The orbital gap comes out at 0.328 Eh.

Each line ends with the Löwdin charge.
Geometry (Å):
O  1.02438  1.53184  -1.39201  -0.013
C  0.77845  4.11934  2.42525  -0.064
H  -2.96193  4.05136  1.50801  0.121
O  -1.46979  2.83661  -0.20341  -0.106
H  1.82756  4.13070  2.67653  0.111
H  -0.11931  3.94426  -1.32130  0.143
H  -1.84209  -1.66372  -1.10309  0.131
H  -1.70326  -0.78111  1.83690  0.142
C  0.57455  -2.62520  0.40492  -0.254
H  0.18470  5.20966  4.16541  0.110
C  0.36409  3.49226  1.26235  -0.019
H  0.06497  2.15264  -3.12549  0.163
H  3.30565  -6.41836  -0.50475  0.090
C  2.88834  -5.80588  -1.30357  -0.044
H  -2.21519  5.15980  3.59184  0.112
C  1.96461  -2.57360  0.42549  -0.001
C  2.07763  -4.69286  -0.72046  -0.277
C  2.70221  -3.59748  -0.12947  -0.028
H  -1.14109  -3.78405  -0.21225  0.106
C  -0.06492  -3.70345  -0.18186  -0.024
C  0.69195  -4.72643  -0.73387  -0.031
H  -1.91343  -2.44372  1.25329  0.134
H  3.71847  -5.41362  -1.88704  0.083
C  -1.98282  -0.92160  -0.31344  -0.080
H  -0.63794  -0.13302  -2.63008  0.149
N  -1.15389  0.25395  -0.62393  0.040
C  -0.98430  3.48476  0.94216  -0.258
C  -0.84496  3.13533  -1.44442  -0.112
H  3.78015  -3.55026  -0.10210  0.121
C  -0.15088  1.90697  -2.07856  -0.312
C  -1.06717  0.67451  -2.03301  -0.058
C  -1.46173  -1.47501  1.02598  -0.161
H  -1.63153  3.47789  -2.12590  0.143
C  -1.49222  4.69365  2.94125  -0.063
H  2.44484  -1.72774  0.89144  0.121
H  -3.03646  -0.65158  -0.25279  0.145
H  0.18170  -5.56510  -1.18321  0.117
H  -1.44580  1.12293  -0.10868  0.158
C  -0.14505  4.72132  3.26224  -0.073
C  -1.91811  4.07704  1.77838  -0.003
O  -0.06001  -1.52918  0.98560  -0.080
H  1.08392  3.00639  0.62051  0.105
H  -0.19403  0.02602  -0.28996  0.168
H  1.76143  2.09612  -1.64621  0.120
H  2.27951  -6.44366  -1.93843  0.078
H  -2.06119  0.92128  -2.40828  0.151

***

(2)
Computed, not measured: the ion C18H25Br2ClN3O2 with charge +1 at a distorted geometry, with wB97M-V/def2-TZVPD.

Its SMILES is CC[C@H](Cl)[C@]1(OC#N)OC[C@H](CCCCn2cccc2)[N@@H+]1/C(Br)=C(/C)Br. The charge is +1. The value obtained for the highest occupied orbital energy is -11.047 eV. The spin multiplicity is 1. For the LUMO energy, the calculation gives -2.76 eV. The orbital gap comes out at 0.305 Eh.

Each line ends with the Löwdin charge.
Geometry (Å):
H  0.14073  3.78665  0.93986  0.155
C  -0.11821  -2.42505  -4.05597  -0.128
N  1.08625  0.73086  1.39584  0.050
Cl  -2.25978  1.45734  3.29572  0.766
H  -1.56893  1.58110  -4.16946  0.136
H  0.11919  1.42483  -4.65186  0.129
C  -1.18591  -0.95466  2.88132  -0.262
H  -0.49241  -2.23184  4.47154  0.090
Br  3.11968  -0.96640  2.13922  0.981
H  -2.17130  -1.13840  3.29814  0.106
C  -0.96676  1.61952  -0.01715  -0.166
C  1.18605  -1.56399  0.23402  -0.681
C  0.42212  1.16196  2.77679  -0.368
O  1.54226  1.30396  3.65656  0.072
H  1.74842  -3.47030  0.98821  0.093
C  -0.14986  1.68431  -2.53705  -0.204
H  -1.94594  0.83026  -1.75195  0.076
C  -1.81942  -1.04135  -3.61651  -0.163
H  1.49088  -3.41610  -0.75495  0.069
H  -0.66634  0.33284  4.47179  0.103
C  -1.29750  1.67314  -1.52888  -0.193
C  0.50572  1.69462  0.35041  -0.165
C  0.67405  2.90965  1.28258  -0.092
H  0.74154  -1.95553  3.25972  0.020
C  -1.48243  -2.36128  -3.70606  -0.141
H  -1.31842  -0.97374  1.80489  0.070
H  1.99356  1.18873  1.54750  0.122
C  -0.80368  0.42556  3.40029  -0.531
H  -1.38390  0.69877  0.37039  0.058
Br  -0.25374  -1.35515  -0.94812  1.112
C  0.32876  -1.13765  -4.16012  -0.134
N  1.64711  -0.15846  5.61538  0.236
O  0.05256  2.44937  2.45972  -0.067
H  1.30584  -0.77171  -4.41795  0.123
H  2.95310  -2.71632  -0.07490  0.076
H  -2.14562  -3.19347  -3.55961  0.102
C  -0.31568  -2.09458  3.40925  -0.074
H  -2.77082  -0.60241  -3.37741  0.121
H  0.70615  1.08664  -2.23381  0.082
H  -1.51910  2.40035  0.49074  0.110
C  1.60573  0.51636  4.69263  -0.359
C  -0.60819  1.15801  -3.89127  -0.133
H  0.17908  2.71237  -2.69182  0.122
H  -1.89482  2.56134  -1.71570  0.122
C  1.57083  -0.63795  1.10839  -0.647
H  0.48708  -3.29452  -4.23224  0.100
N  -0.70969  -0.28787  -3.89130  -0.145
H  1.24989  1.82823  -0.42518  0.156
C  1.89046  -2.87222  0.09091  -0.140
H  1.71755  3.20363  1.43424  0.149
H  -0.61630  -3.01346  2.91178  0.088

***

(3)
Computed, not measured: a structure of composition C18H25ClN2O5S at a distorted geometry, with wB97M-V/def2-TZVPD.

The charge is 0. The energy above the lowest of the compared OMol25 structures with the same formula, charge and spin is 1734.3 kJ/mol. The value obtained for the highest occupied orbital energy is -8.806 eV. The spin multiplicity is 1. For the LUMO energy, the calculation gives 0.38 eV. The orbital gap comes out at 0.337 Eh.

Each line ends with the Löwdin charge.
Geometry (Å):
C  -0.04680  0.20428  0.94839  -0.150
H  4.02392  1.62158  -3.60264  0.159
H  -4.43269  -2.40593  -1.25836  0.138
H  -3.91656  -1.34721  1.44512  0.048
C  -1.05497  2.78306  0.33738  -0.150
C  -1.85504  1.92595  1.55926  -0.090
H  -0.92893  -3.08426  -0.20702  0.101
H  4.00075  -0.11763  2.04498  0.135
N  0.88974  1.20386  0.14872  -0.213
C  -3.04417  1.39632  0.55072  -0.340
C  4.14224  -0.19600  0.98909  -0.195
C  3.30437  0.40518  0.41699  -0.174
O  -2.22696  -2.13567  -0.88864  -0.067
H  -4.68257  -2.91542  0.93690  0.165
H  -0.52704  1.56864  -1.35937  0.172
H  0.96039  -0.51274  1.54305  0.204
H  2.70826  0.18906  -3.72988  0.129
C  5.05932  -1.06088  0.49748  -0.610
H  -2.31638  2.57062  2.24237  0.104
Cl  6.10330  -1.94678  1.69214  0.596
H  -0.18879  1.43806  2.64366  0.148
O  2.20143  1.33421  2.38915  -0.253
O  2.42209  2.94079  0.48931  -0.246
H  4.55484  -0.43610  -2.80302  0.158
C  3.48533  0.35226  -1.08336  -0.205
C  -3.67833  -1.78786  -0.79891  -0.136
C  -0.06646  2.09726  -0.37899  -0.336
C  -1.92080  -3.12405  -0.26258  -0.358
O  2.74113  1.02918  -2.02643  -0.079
H  -0.53044  3.56605  1.19338  0.181
H  -1.70741  3.49618  -0.11372  0.107
C  5.32246  -1.23484  -0.78792  -0.022
H  2.28423  1.91420  -3.64998  0.072
H  -3.92443  0.01137  -2.06924  0.190
H  -2.66529  -3.84377  1.91187  0.205
N  -2.86478  0.35337  -0.35811  0.044
H  6.04960  -2.04244  -1.29066  0.161
C  -2.44436  -2.72733  1.15531  -0.126
H  -1.77616  -2.31376  1.53730  -0.052
C  4.44605  -0.23394  -1.61997  -0.012
O  -4.04208  1.36269  1.32266  -0.013
H  -1.31851  -0.05501  2.60708  0.081
H  -1.91038  0.50217  -0.72347  0.117
S  2.11450  1.65155  1.03808  0.628
H  0.68046  2.81468  -0.99078  0.168
C  -0.90898  0.69373  2.05576  -0.097
H  -0.40884  -0.63571  0.39353  0.082
C  2.91406  1.20796  -3.19370  -0.296
C  -3.74995  -2.12354  0.83427  -0.104
H  -4.83012  -0.02094  -0.42549  0.066
H  -2.44951  -4.02068  -0.47344  0.124
C  -3.99076  -0.31179  -0.82829  -0.156

***

(4)
Computed, not measured: a structure of composition C18H25F12O9Zr at a distorted geometry, with wB97M-V/def2-TZVPD.

As for the expectation value of S²: 0.776. The charge is +2. The value obtained for the highest occupied orbital energy (alpha / beta) is -14.796 / -14.796 eV. The spin multiplicity is 2. For the LUMO energy (alpha / beta), the calculation gives -9.57 / -9.41 eV. The orbital gap (alpha / beta) comes out at 0.192 / 0.198 Eh.

Each line ends with the Löwdin charge.
Geometry (Å):
H  -1.02817  4.84342  6.19367  0.077
F  -0.40961  0.65533  6.33133  0.197
O  0.17426  1.35961  1.11273  -0.342
H  4.64467  4.69974  -3.48334  0.091
C  -2.08282  5.09797  6.08877  -0.043
Zr  0.60409  3.41027  1.81967  1.965
C  -0.11121  0.43567  0.10404  -0.313
H  0.76847  0.05404  -0.41425  0.119
F  -0.89556  4.94210  -2.70287  0.187
H  -1.85532  -4.02776  0.28427  0.060
O  -0.72984  -6.48120  -0.39097  0.016
H  -1.96235  -0.69240  0.72216  0.084
H  -2.55588  5.42264  7.01554  0.094
F  0.02814  0.59495  -4.51303  0.148
C  -0.91585  -0.83831  0.45448  -0.049
H  3.84423  6.24628  -2.90423  0.090
H  5.34641  5.63189  -2.20087  0.093
C  -1.50595  1.93879  4.70928  -0.252
H  -3.77638  4.11353  5.52168  0.136
O  2.27316  4.26195  -2.41070  0.060
H  -2.39992  -6.33643  -1.60714  0.131
H  3.30781  4.81755  -0.76708  0.111
C  -2.50284  -4.74039  -0.22659  -0.073
F  -0.87652  2.90985  -2.18823  0.195
F  1.85197  -6.37764  1.85157  0.172
F  -1.55772  -0.20005  -5.53499  0.210
O  0.71139  -4.63731  0.01393  0.122
H  0.80575  -3.62517  -3.33897  0.142
F  -1.82200  0.42802  -3.35985  0.138
C  1.03271  -2.77680  -2.69332  -0.275
C  -1.71374  -5.63814  -1.12792  -0.181
F  -0.69581  -0.18432  4.26165  0.195
O  -2.32565  2.65493  5.50882  0.070
H  -2.11536  6.04795  5.55531  0.081
H  -0.47286  -1.46983  1.22457  0.083
C  3.47619  4.43162  -1.77247  -0.241
H  2.56988  -1.95407  -1.33623  0.073
H  3.12172  -2.19929  -3.07215  0.087
C  0.47787  -5.83040  -0.03877  -0.294
H  -0.78892  0.92143  -0.59799  0.103
H  3.95355  3.46508  -1.61111  0.140
F  2.73143  -6.74410  -0.17416  0.083
C  -0.69116  -1.58598  -3.86628  -0.291
C  -2.73541  4.00961  5.21563  -0.167
F  0.27928  3.45663  -3.94089  0.214
H  -2.91941  -5.40961  0.52621  0.087
C  1.05092  4.00031  -1.73076  -0.115
F  -2.27696  -0.02102  5.63248  0.279
O  0.51931  -1.68433  -3.28656  0.018
H  -2.70239  4.16913  4.13787  0.114
H  -1.24601  -5.02193  -1.89579  0.108
C  1.52872  -6.74828  0.61458  -0.377
H  2.80887  -3.53603  -2.03324  0.082
O  -1.05854  2.30287  3.59238  -0.040
C  -0.12243  3.82877  -2.71764  -0.547
C  -1.05394  -0.16100  -4.32501  -0.545
H  0.44210  -3.06542  -1.82386  0.095
H  -3.39482  -4.31091  -0.68267  0.090
C  4.39171  5.34168  -2.63952  -0.013
H  -1.04012  -1.49091  -0.40967  0.070
F  1.02301  -8.07941  0.78315  0.085
O  -1.57240  -2.48040  -3.98963  0.128
C  2.47176  -2.52454  -2.25983  -0.029
O  0.88100  3.85741  -0.46608  -0.111
C  -1.20627  0.52237  5.25882  -0.626

***

Please write out number 2 again, unchanged.
Computed, not measured: the ion C18H25Br2ClN3O2 with charge +1 at a distorted geometry, with wB97M-V/def2-TZVPD.

Its SMILES is CC[C@H](Cl)[C@]1(OC#N)OC[C@H](CCCCn2cccc2)[N@@H+]1/C(Br)=C(/C)Br. The charge is +1. The value obtained for the highest occupied orbital energy is -11.047 eV. The spin multiplicity is 1. For the LUMO energy, the calculation gives -2.76 eV. The orbital gap comes out at 0.305 Eh.

Each line ends with the Löwdin charge.
Geometry (Å):
H  0.14073  3.78665  0.93986  0.155
C  -0.11821  -2.42505  -4.05597  -0.128
N  1.08625  0.73086  1.39584  0.050
Cl  -2.25978  1.45734  3.29572  0.766
H  -1.56893  1.58110  -4.16946  0.136
H  0.11919  1.42483  -4.65186  0.129
C  -1.18591  -0.95466  2.88132  -0.262
H  -0.49241  -2.23184  4.47154  0.090
Br  3.11968  -0.96640  2.13922  0.981
H  -2.17130  -1.13840  3.29814  0.106
C  -0.96676  1.61952  -0.01715  -0.166
C  1.18605  -1.56399  0.23402  -0.681
C  0.42212  1.16196  2.77679  -0.368
O  1.54226  1.30396  3.65656  0.072
H  1.74842  -3.47030  0.98821  0.093
C  -0.14986  1.68431  -2.53705  -0.204
H  -1.94594  0.83026  -1.75195  0.076
C  -1.81942  -1.04135  -3.61651  -0.163
H  1.49088  -3.41610  -0.75495  0.069
H  -0.66634  0.33284  4.47179  0.103
C  -1.29750  1.67314  -1.52888  -0.193
C  0.50572  1.69462  0.35041  -0.165
C  0.67405  2.90965  1.28258  -0.092
H  0.74154  -1.95553  3.25972  0.020
C  -1.48243  -2.36128  -3.70606  -0.141
H  -1.31842  -0.97374  1.80489  0.070
H  1.99356  1.18873  1.54750  0.122
C  -0.80368  0.42556  3.40029  -0.531
H  -1.38390  0.69877  0.37039  0.058
Br  -0.25374  -1.35515  -0.94812  1.112
C  0.32876  -1.13765  -4.16012  -0.134
N  1.64711  -0.15846  5.61538  0.236
O  0.05256  2.44937  2.45972  -0.067
H  1.30584  -0.77171  -4.41795  0.123
H  2.95310  -2.71632  -0.07490  0.076
H  -2.14562  -3.19347  -3.55961  0.102
C  -0.31568  -2.09458  3.40925  -0.074
H  -2.77082  -0.60241  -3.37741  0.121
H  0.70615  1.08664  -2.23381  0.082
H  -1.51910  2.40035  0.49074  0.110
C  1.60573  0.51636  4.69263  -0.359
C  -0.60819  1.15801  -3.89127  -0.133
H  0.17908  2.71237  -2.69182  0.122
H  -1.89482  2.56134  -1.71570  0.122
C  1.57083  -0.63795  1.10839  -0.647
H  0.48708  -3.29452  -4.23224  0.100
N  -0.70969  -0.28787  -3.89130  -0.145
H  1.24989  1.82823  -0.42518  0.156
C  1.89046  -2.87222  0.09091  -0.140
H  1.71755  3.20363  1.43424  0.149
H  -0.61630  -3.01346  2.91178  0.088

***

Repeat the first record exactly.
Computed, not measured: the ion C18H24NO3 with charge +1, with wB97M-V/def2-TZVPD.

Its SMILES is Cc1ccc(OCC[NH2+]C[C@H](O)COc2ccccc2)cc1. The charge is +1. The energy above the lowest of the compared OMol25 structures with the same formula, charge and spin is 52.8 kJ/mol. The value obtained for the highest occupied orbital energy is -11.206 eV. The spin multiplicity is 1. For the LUMO energy, the calculation gives -2.27 eV. The orbital gap comes out at 0.328 Eh.

Each line ends with the Löwdin charge.
Geometry (Å):
O  1.02438  1.53184  -1.39201  -0.013
C  0.77845  4.11934  2.42525  -0.064
H  -2.96193  4.05136  1.50801  0.121
O  -1.46979  2.83661  -0.20341  -0.106
H  1.82756  4.13070  2.67653  0.111
H  -0.11931  3.94426  -1.32130  0.143
H  -1.84209  -1.66372  -1.10309  0.131
H  -1.70326  -0.78111  1.83690  0.142
C  0.57455  -2.62520  0.40492  -0.254
H  0.18470  5.20966  4.16541  0.110
C  0.36409  3.49226  1.26235  -0.019
H  0.06497  2.15264  -3.12549  0.163
H  3.30565  -6.41836  -0.50475  0.090
C  2.88834  -5.80588  -1.30357  -0.044
H  -2.21519  5.15980  3.59184  0.112
C  1.96461  -2.57360  0.42549  -0.001
C  2.07763  -4.69286  -0.72046  -0.277
C  2.70221  -3.59748  -0.12947  -0.028
H  -1.14109  -3.78405  -0.21225  0.106
C  -0.06492  -3.70345  -0.18186  -0.024
C  0.69195  -4.72643  -0.73387  -0.031
H  -1.91343  -2.44372  1.25329  0.134
H  3.71847  -5.41362  -1.88704  0.083
C  -1.98282  -0.92160  -0.31344  -0.080
H  -0.63794  -0.13302  -2.63008  0.149
N  -1.15389  0.25395  -0.62393  0.040
C  -0.98430  3.48476  0.94216  -0.258
C  -0.84496  3.13533  -1.44442  -0.112
H  3.78015  -3.55026  -0.10210  0.121
C  -0.15088  1.90697  -2.07856  -0.312
C  -1.06717  0.67451  -2.03301  -0.058
C  -1.46173  -1.47501  1.02598  -0.161
H  -1.63153  3.47789  -2.12590  0.143
C  -1.49222  4.69365  2.94125  -0.063
H  2.44484  -1.72774  0.89144  0.121
H  -3.03646  -0.65158  -0.25279  0.145
H  0.18170  -5.56510  -1.18321  0.117
H  -1.44580  1.12293  -0.10868  0.158
C  -0.14505  4.72132  3.26224  -0.073
C  -1.91811  4.07704  1.77838  -0.003
O  -0.06001  -1.52918  0.98560  -0.080
H  1.08392  3.00639  0.62051  0.105
H  -0.19403  0.02602  -0.28996  0.168
H  1.76143  2.09612  -1.64621  0.120
H  2.27951  -6.44366  -1.93843  0.078
H  -2.06119  0.92128  -2.40828  0.151